{"formula": "C2H7NS2", "method": "wB97M-V/def2-TZVPD", "symbols": ["C", "H", "N", "S", "H", "H", "H", "S", "H", "C", "H", "H"], "xyz": [[0.316388, -2.406740, 1.074685], [-0.628485, -2.790576, 1.418190], [-0.550140, 1.427150, 0.167725], [0.089373, -1.743172, -0.670133], [-0.382320, 3.126671, -1.073239], [0.956689, -3.196146, 0.876678], [0.804061, 1.813995, -1.232812], [-1.074334, 0.031870, -0.213602], [0.983587, 2.776669, 0.033998], [0.164037, 2.421121, -0.541888], [0.760320, -1.495438, 1.686634], [-1.439178, 0.034596, -1.526234]], "forces_ev_per_a": [[-0.503, 3.981, -0.409], [-0.272, 0.169, 0.418], [-1.326, -0.730, 1.532], [0.316, 0.061, 0.474], [-1.138, 1.353, -0.671], [1.625, -1.365, 0.221], [-0.429, 0.766, -0.645], [-0.411, 0.687, 0.423], [0.089, 1.190, 1.041], [2.863, -3.650, -1.164], [-0.870, -2.393, -0.952], [0.057, -0.069, -0.269]], "lowdin_charge": [-0.43, 0.01, -0.54, 0.41, 0.05, -0.03, 0.08, 0.60, 0.06, -0.22, 0.08, -0.07], "charge": 0, "homo_energy_ev": -8.57}

{"formula": "C2H7NS2", "method": "wB97M-V/def2-TZVPD", "symbols": ["N", "H", "H", "S", "H", "H", "H", "S", "H", "C", "H", "C"], "xyz": [[2.326107, -2.663800, 3.076429], [0.813928, -1.212598, 2.769727], [2.647346, -0.574192, 3.018016], [-2.928220, 1.437893, -2.160159], [-1.297433, 0.859457, -0.037132], [3.295993, -2.668319, 3.343717], [-0.934651, 2.161387, -3.303638], [-2.442933, 1.558599, -0.243476], [-1.394698, 0.628122, -4.026970], [1.926497, -1.407399, 3.055695], [-0.660405, 0.636401, -2.440908], [-1.351531, 1.244450, -3.051301]], "forces_ev_per_a": [[-1.805, 3.262, 0.583], [2.052, -0.216, 0.712], [-0.488, -0.116, 0.575], [-0.222, -1.063, -2.357], [-0.449, -0.290, -0.567], [0.763, -0.117, -0.178], [0.864, 1.713, -0.216], [0.772, 0.817, 2.338], [-0.740, 0.981, 1.516], [-0.523, -2.811, -1.690], [-0.285, 0.503, -0.056], [0.060, -2.664, -0.659]], "lowdin_charge": [0.00, 0.08, 0.05, 0.31, -0.18, 0.01, -0.01, 0.25, 0.07, -0.13, 0.02, -0.47], "smiles": "C=N.CSS", "charge": 0, "homo_energy_ev": -8.18}

{"formula": "C2H7NS2", "method": "wB97M-V/def2-TZVPD", "symbols": ["S", "H", "N", "S", "C", "H", "C", "H", "H", "H", "H", "H"], "xyz": [[-0.861420, -1.316253, 0.264738], [1.659649, 1.634680, -0.601591], [3.026344, 1.047473, 0.801740], [-0.814519, -1.445421, -1.808932], [2.074789, 0.782718, -0.014188], [-2.921630, -0.025152, 0.190552], [-1.913220, 0.134988, 0.559620], [1.615485, -0.194294, -0.158270], [3.474483, 0.189042, 1.173484], [-1.955913, 0.376966, 1.617221], [-1.931971, -2.136966, -2.025580], [-1.452072, 0.952224, 0.001205]], "forces_ev_per_a": [[-0.319, -0.330, -0.174], [0.050, -0.596, 0.581], [-0.126, -0.668, -1.053], [0.278, 0.382, 0.542], [0.685, 0.964, 0.552], [-0.050, -0.110, -0.002], [0.254, 0.219, -0.772], [0.270, -0.070, -0.178], [-0.768, 0.441, 0.075], [0.221, -0.163, 0.124], [-0.272, -0.189, 0.073], [-0.224, 0.120, 0.231]], "lowdin_charge": [0.35, 0.07, 0.00, 0.31, -0.16, 0.03, -0.47, 0.00, 0.04, 0.03, -0.21, 0.02], "smiles": "C=N.CSS", "charge": 0, "homo_energy_ev": -9.30}

{"formula": "C2H7NS3", "method": "wB97M-V/def2-TZVPD", "symbols": ["C", "H", "H", "H", "H", "H", "N", "S", "S", "H", "S", "H", "C"], "xyz": [[0.353250, 0.188326, 0.000602], [-2.417370, -0.833660, 0.659278], [-0.558055, -0.908565, -1.620046], [0.828846, -1.532286, -1.183369], [-0.404104, 1.357215, 1.628834], [2.482509, -0.608933, 0.130756], [-0.669270, 0.432847, 1.064960], [1.870494, -0.037537, 1.141664], [-2.339131, 0.529642, 0.555782], [1.120899, 2.530605, -0.586896], [0.328842, 1.659692, -1.125510], [-0.575986, -1.690029, 0.017307], [-0.020928, -1.087314, -0.683364]], "forces_ev_per_a": [[-0.407, 1.588, 2.578], [-0.606, 0.783, -0.026], [-0.910, 0.320, 0.498], [0.623, -0.626, 0.770], [-0.898, -2.624, -1.701], [0.860, -0.267, -0.349], [0.599, 2.443, 1.514], [-1.224, 0.378, -1.036], [0.959, -0.983, 0.175], [0.977, 0.456, 1.048], [-0.576, -1.408, -1.522], [0.213, -0.568, -0.108], [0.391, 0.508, -1.841]], "lowdin_charge": [-1.18, -0.13, 0.07, 0.07, 0.10, -0.16, -0.59, 0.72, 0.69, -0.18, 0.71, 0.07, -0.20], "smiles": "CC(S)(S)NS", "charge": 0, "homo_energy_ev": -8.75}

{"formula": "C2H7O2", "method": "wB97M-V/def2-TZVPD", "symbols": ["H", "O", "H", "H", "H", "C", "H", "H", "C", "H", "O"], "xyz": [[-1.615233, -0.209615, -0.832890], [-2.487733, -0.855912, -1.425829], [1.346962, 1.640071, 1.110900], [0.414627, -1.034283, -0.029268], [1.827493, 1.039406, -0.475808], [1.428089, 0.734603, 0.499084], [-2.208444, -1.745343, -1.164523], [2.190606, 0.113022, 0.980670], [0.121330, -0.035041, 0.360801], [-0.225370, -0.249823, 1.394964], [-0.792331, 0.602913, -0.418104]], "forces_ev_per_a": [[-0.570, 0.544, -0.743], [0.758, -0.311, 0.725], [-0.258, -0.005, -0.098], [-0.125, -0.078, -0.152], [-0.198, -0.096, 0.022], [0.585, 0.275, 0.105], [-0.294, 0.069, -0.224], [0.053, -0.095, 0.050], [0.357, -0.136, 0.079], [-0.153, 0.042, 0.088], [-0.154, -0.208, 0.148]], "lowdin_charge": [-0.02, -0.35, 0.05, 0.09, 0.06, -0.14, -0.08, 0.05, -0.50, 0.09, -0.24], "charge": -1, "homo_energy_ev": -3.62}

{"formula": "C2H7O4", "method": "wB97M-V/def2-TZVPD", "symbols": ["H", "H", "H", "H", "H", "O", "H", "C", "C", "O", "O", "H", "O"], "xyz": [[0.532061, -1.684714, -0.443026], [-0.950158, 1.269006, -0.082484], [1.122379, -2.705985, -1.457494], [2.346833, 1.368571, -1.650951], [0.955722, 1.413036, -0.827555], [-2.745345, -0.642083, 0.849393], [-1.485169, 1.472772, 1.632306], [-1.508771, -0.549761, 0.865061], [-0.876689, 0.898212, 0.941534], [1.272964, -1.822336, -1.087931], [1.842125, 1.730654, -0.902799], [0.136720, 0.724035, 1.272508], [-0.642675, -1.471402, 0.891435]], "forces_ev_per_a": [[0.159, -0.038, 0.185], [0.104, 0.437, 0.115], [-0.031, 0.459, 0.258], [-1.050, -0.233, 0.534], [-0.621, -0.839, -0.360], [0.086, 0.006, -0.161], [0.127, 0.369, -0.084], [0.401, 0.415, 0.585], [-0.839, -1.581, -0.250], [-0.171, -0.345, -0.255], [1.740, 1.051, -0.110], [0.299, 0.517, 0.010], [-0.203, -0.217, -0.468]], "lowdin_charge": [-0.01, 0.05, 0.01, 0.04, -0.02, -0.08, 0.05, -0.76, -0.04, -0.12, -0.07, 0.06, -0.12], "charge": -1, "homo_energy_ev": -4.41}

{"formula": "C2H7OP", "method": "wB97M-V/def2-TZVPD", "symbols": ["H", "H", "O", "H", "H", "P", "C", "H", "C", "H", "H"], "xyz": [[-2.033384, -0.678871, 1.223634], [1.163812, 1.592273, -0.771837], [-1.474747, 1.208140, -0.134187], [-2.355137, -0.847972, -0.885731], [1.249542, 1.428469, 1.060531], [-1.488336, -0.242511, 0.023246], [1.596330, 1.129157, 0.090796], [0.350526, -1.829256, 0.615085], [0.044819, -1.109976, -0.118024], [0.430150, -1.232109, -1.117978], [2.516422, 0.582652, 0.014461]], "forces_ev_per_a": [[-0.031, -0.271, 0.456], [-0.114, 0.110, -0.202], [0.091, 1.499, -0.189], [-0.108, -0.367, -0.278], [-0.066, 0.112, 0.161], [0.025, -0.664, 0.094], [-0.727, -1.234, 0.123], [0.179, -0.124, 0.311], [0.427, 1.091, -0.328], [0.102, -0.099, -0.093], [0.222, -0.052, -0.054]], "lowdin_charge": [-0.01, 0.00, -0.46, -0.01, 0.00, 0.53, 0.11, 0.00, -0.17, 0.01, -0.01], "charge": 0, "homo_energy_ev": [-9.02, -9.56]}

{"formula": "C2H7OS", "method": "wB97M-V/def2-TZVPD", "symbols": ["C", "O", "H", "H", "H", "H", "H", "S", "H", "C", "H"], "xyz": [[0.127399, -1.195964, -0.004638], [-0.569132, 0.033827, -2.581907], [0.129066, 1.278329, -0.612715], [0.506886, -0.786607, -0.946549], [-1.319359, 1.254382, 0.254423], [0.426865, -2.235790, 0.143731], [-0.957254, -1.275871, -0.156050], [0.420368, -0.022207, 1.327528], [0.066658, 2.304741, 0.863601], [-0.254958, 1.373931, 0.407900], [0.055600, -0.268337, -3.253177]], "forces_ev_per_a": [[-0.877, -0.454, -0.391], [0.214, 0.072, -0.031], [0.116, 0.226, -0.039], [-0.142, -0.127, -0.009], [-0.366, 0.285, 0.413], [0.564, 0.259, 0.507], [0.189, 0.247, -0.095], [0.214, -0.239, 0.309], [-0.268, 0.100, 0.111], [0.456, -0.441, -0.709], [-0.099, 0.072, -0.068]], "lowdin_charge": [-0.48, -0.60, 0.01, -0.01, 0.03, 0.02, 0.03, 0.64, 0.01, -0.46, -0.19], "charge": -1, "homo_energy_ev": -2.55}

{"formula": "C2H7OS", "method": "wB97M-V/def2-TZVPD", "symbols": ["H", "O", "S", "H", "H", "H", "H", "H", "H", "C", "C"], "xyz": [[-0.806528, -0.224924, -2.145893], [2.144155, -0.642342, 0.924894], [-1.089943, -0.345406, 0.694042], [-1.289515, 1.653832, -0.751228], [1.021113, -0.553750, 1.028188], [2.522642, 0.052583, 1.668220], [0.874641, -0.425266, -1.702754], [0.379282, 1.008360, -2.613443], [0.304013, 1.475508, -0.063327], [-0.527021, 0.906487, -0.502603], [0.073721, 0.373327, -1.817995]], "forces_ev_per_a": [[0.594, 0.114, -0.687], [-1.455, 2.883, 3.171], [0.381, 0.127, -0.260], [-0.159, -0.239, 0.047], [2.828, -0.293, -0.343], [-1.698, -2.687, -2.880], [-0.766, 1.149, 0.388], [0.135, 1.202, -0.401], [-0.285, 0.151, 0.408], [1.773, 1.020, -0.091], [-1.348, -3.427, 0.648]], "lowdin_charge": [0.04, -0.33, 0.19, 0.03, -0.05, 0.07, 0.07, 0.02, 0.02, -0.83, -0.23], "charge": -1, "homo_energy_ev": -2.82}

{"formula": "C2H7OS2", "method": "wB97M-V/def2-TZVPD", "symbols": ["O", "H", "H", "S", "H", "H", "C", "H", "H", "S", "H", "C"], "xyz": [[-0.156302, 1.112457, 3.990240], [-1.450447, 1.372590, 2.303097], [0.219406, -2.845967, -0.954960], [0.783780, -0.487537, -0.789422], [0.230622, 0.599950, 1.997558], [-1.139627, -1.862155, -3.915765], [0.788195, -2.180179, -1.686145], [-1.940362, -1.880512, -3.762227], [1.895004, -2.301682, -1.898761], [-0.713604, 0.915711, -1.071790], [0.222502, -1.951662, -2.543137], [-0.439778, 1.033346, 2.791420]], "forces_ev_per_a": [[-0.733, -0.063, -2.533], [1.362, -0.330, 1.148], [1.256, 0.291, -1.386], [1.204, -0.124, 0.566], [-0.167, 0.240, 0.722], [-2.257, -0.046, 0.311], [-0.036, 1.324, 2.248], [2.101, 0.056, -0.451], [-1.564, -0.457, 0.421], [-0.244, -0.621, -0.321], [-0.465, -0.383, -1.217], [-0.454, 0.113, 0.491]], "lowdin_charge": [-0.08, 0.09, 0.02, -0.02, 0.03, 0.02, -0.47, 0.05, 0.02, -0.40, -0.11, -0.15], "charge": -1, "homo_energy_ev": -2.32}

{"formula": "C2H7OS2", "method": "wB97M-V/def2-TZVPD", "symbols": ["O", "H", "H", "S", "C", "H", "H", "C", "H", "H", "H", "S"], "xyz": [[2.746660, -0.019592, 0.681806], [2.788660, 3.410967, 2.478773], [-1.282022, -0.743708, -2.646413], [-1.196967, -2.556731, 0.758848], [-2.043760, -1.002051, -1.855217], [0.996055, 0.984709, 0.425733], [2.385350, 3.829711, 2.925427], [1.522669, -0.035042, 0.617492], [0.928014, -0.837768, 0.914385], [-3.054865, -0.317289, -2.037379], [-2.507267, -2.012954, -2.035957], [-1.282522, -0.700252, -0.227500]], "forces_ev_per_a": [[-1.208, -0.427, -0.440], [0.170, -0.204, -0.202], [-0.999, -0.403, 0.588], [-0.040, 0.540, -0.329], [-2.401, 1.083, -1.417], [0.416, -1.521, -0.037], [-0.172, 0.193, 0.196], [2.183, 3.782, 0.445], [-1.008, -1.796, 0.247], [2.646, -1.190, 0.520], [1.102, 0.702, 0.551], [-0.690, -0.759, -0.121]], "lowdin_charge": [-0.08, 0.00, 0.00, -0.32, -0.58, 0.07, 0.00, -0.21, -0.07, 0.05, 0.01, 0.11], "charge": -1, "homo_energy_ev": -2.52}

{"formula": "C2H7OS2", "method": "wB97M-V/def2-TZVPD", "symbols": ["S", "H", "H", "H", "O", "H", "S", "C", "H", "C", "H", "H"], "xyz": [[-1.156292, 1.822501, -0.499437], [1.037710, -2.140218, 2.428828], [-0.059361, -3.512214, 2.383538], [-1.374442, 0.980092, 0.516198], [0.457895, -1.184507, 0.072568], [-0.671561, -2.910214, -0.023286], [0.849816, 1.450467, -0.929090], [0.183873, -2.504106, 0.501015], [-0.830885, -1.934693, 2.270938], [0.078015, -2.524855, 1.985612], [0.994392, -3.172524, 0.177848], [0.573257, -0.027899, -0.397943]], "forces_ev_per_a": [[-0.339, 0.544, -0.302], [-1.122, 0.034, -0.346], [-0.155, -0.869, 0.204], [0.266, -0.171, 0.108], [0.081, -0.452, 0.294], [-0.888, -0.177, 0.096], [-0.359, -0.283, 0.340], [1.122, 1.807, -1.468], [1.017, -0.151, 0.096], [-0.227, 0.742, 0.965], [0.346, -0.108, 0.074], [0.258, -0.915, -0.063]], "lowdin_charge": [0.06, 0.08, 0.04, -0.25, -0.38, 0.08, -0.03, -0.45, 0.08, -0.14, 0.08, -0.17], "charge": -1, "homo_energy_ev": -3.30}

- charge of number 9 (C2H7OS)?
  -1

- What is the charge in the eleventh record?
  -1